1.
ORCA calculation (ωB97M-V with the def2-TZVPD basis set) on a structure of composition C4H6CuO3 at a distorted geometry.

Geometry (Å):
C: 4.4825 0.3944 -1.1048
C: 3.3994 -0.0788 -1.3601
H: 5.4180 0.8555 -0.8308
H: 0.6971 -0.0004 -0.7282
H: 2.6951 -0.6925 -1.9095
Cu: -2.1625 -0.6067 -1.3163
O: -2.1085 -0.1619 0.4925
C: -0.9058 0.1164 0.4768
O: -0.3051 -0.1180 -0.6849
O: -0.1744 0.5464 1.4262
C: -0.7669 0.7459 2.7327
H: 0.0515 1.1012 3.3603
H: -1.5578 1.4974 2.6519
H: -1.1575 -0.2094 3.0956

Atoms 1-6, force components in eV/Å:
C 3.2213 1.7086 1.1173
C -2.6712 -2.0370 -1.6997
H 0.1467 0.0889 0.0802
H -2.0112 0.0573 0.5608
H -0.1797 0.1872 0.3283
Cu -2.1023 -1.0794 -2.7175

multiplicity = 2
electronic energy = -55003.13455 eV
largest force on an atom = 0.07416 Eh/bohr
E_LUMO (spin up / spin down) = -9.02 / -14.57 eV
highest occupied orbital energy (spin up / spin down) = -17.12 / -17.12 eV
energy relative to the best compared isomer or geometry (same formula, charge and spin) = 148.2 kJ/mol
total charge = +2
orbital gap (spin up / spin down) = 8.0993 / 2.5493 eV

The Mulliken scheme yields these atomic charges, measured in e: number 1, C, carries -0.1324; number 2, C, carries 0.1825; number 3, H, carries 0.4479; number 4, H, carries 0.2681; number 5, H, carries 0.4926; number 6, Cu, carries 0.6955; number 7, O, carries -0.6032; number 8, C, carries 1.0578; number 9, O, carries -0.4358; number 10, O, carries -0.2827; number 11, C, carries -0.5731; number 12, H, carries 0.2282; number 13, H, carries 0.3258; number 14, H, carries 0.3290

=====

2.
ORCA calculation (ωB97M-V with the def2-TZVPD basis set) on the molecule C4H6F2 at a distorted geometry.

Geometry (Å):
C: 0.7296 -1.1960 -0.0497
C: -0.3109 -0.0288 -0.0674
C: 0.4667 1.2324 0.0379
C: -1.5798 -0.1108 -0.0691
H: 1.5621 -1.0830 -0.7396
H: 0.2956 -2.1173 -0.3253
H: 1.3726 -1.2130 0.8302
H: 1.5722 1.1115 0.0324
H: 0.2366 1.9771 -0.6677
H: 0.2546 1.7944 0.9980
F: -2.4366 0.9125 -0.0714
F: -2.1627 -1.2790 0.0917

Atoms 1-6, force components in eV/Å:
C -0.5101 0.9453 -0.2234
C 5.8492 -0.2434 0.0108
C 0.4915 1.5775 2.0234
C -1.8605 -0.2769 0.4977
H -0.4217 0.7123 -0.9478
H -0.4770 -1.2780 0.3427

electronic energy = -9678.94953 eV
largest force on an atom = 0.11385 Eh/bohr
E_LUMO = 0.96 eV
highest occupied orbital energy = -9.35 eV
SMILES = CC(C)=C(F)F
energy relative to the best compared isomer or geometry (same formula, charge and spin) = 78.4 kJ/mol
orbital gap = 10.3065 eV

The Mulliken scheme yields these atomic charges, measured in e: number 1, C, carries -1.4015; number 2, C, carries 0.5885; number 3, C, carries -1.2357; number 4, C, carries 0.5193; number 5, H, carries 0.3868; number 6, H, carries 0.3513; number 7, H, carries 0.3496; number 8, H, carries 0.3143; number 9, H, carries 0.3478; number 10, H, carries 0.2616; number 11, F, carries -0.2455; number 12, F, carries -0.2363

=====

3.
ORCA calculation (ωB97M-V with the def2-TZVPD basis set) on a cluster of 2 separate species, C4H6F2IN in total at a distorted geometry.

Geometry (Å):
C: 1.0592 0.2745 0.4584
C: 2.4779 0.4678 0.0925
C: -1.0425 0.5971 -0.8121
C: -2.0443 -0.8477 0.3475
N: 0.2703 0.5866 -0.4564
F: -1.2351 -1.9858 0.2298
F: -2.0853 -0.6568 1.6461
I: -3.9458 -1.2890 -0.4824
H: 0.8149 -0.3885 1.3681
H: 2.4480 1.0977 -0.7250
H: 3.0559 0.8932 0.8633
H: 2.9832 -0.4942 -0.1231
H: -1.5568 1.6581 -0.6245
H: -1.1996 0.0870 -1.7821

Atoms 1-6, force components in eV/Å:
C -0.3231 -2.2143 0.5053
C 0.4591 -1.6137 1.2497
C -2.1319 -0.8511 2.6007
C 2.3857 0.6533 -2.2688
N -0.5027 1.1060 -0.6893
F -0.5518 0.8655 -0.3811

electronic energy = -19267.87660 eV
largest force on an atom = 0.06746 Eh/bohr
E_LUMO = 0.48 eV
highest occupied orbital energy = -8.39 eV
energy relative to the best compared isomer or geometry (same formula, charge and spin) = 157.9 kJ/mol
orbital gap = 8.8730 eV

The Mulliken scheme yields these atomic charges, measured in e: number 1, C, carries 0.2175; number 2, C, carries -1.1110; number 3, C, carries -0.4170; number 4, C, carries 0.1738; number 5, N, carries -0.2770; number 6, F, carries -0.2252; number 7, F, carries -0.1956; number 8, I, carries 0.0007; number 9, H, carries 0.2781; number 10, H, carries 0.3589; number 11, H, carries 0.3431; number 12, H, carries 0.2482; number 13, H, carries 0.2684; number 14, H, carries 0.3369

=====

4.
ORCA calculation (ωB97M-V with the def2-TZVPD basis set) on a cluster of 2 separate species, C4H6F2O3P in total at a distorted geometry.

Geometry (Å):
C: 1.8083 -0.2320 1.8163
C: 0.4984 0.1760 1.7138
C: -0.6107 1.1950 -1.4543
C: -0.2768 -0.2819 -1.4877
O: -2.4376 -0.4418 0.1053
O: -1.1607 -2.5863 -0.2756
O: 0.9681 -0.2630 2.9343
F: 0.9435 -0.6288 -1.4387
F: -0.9415 -0.8220 -2.6129
P: -1.1659 -1.1350 -0.1515
H: 1.9502 -1.1983 1.4077
H: 2.6702 0.4907 1.9052
H: 0.0075 1.1310 1.8121
H: -1.7721 1.1407 -1.2628
H: -0.4161 1.8642 -2.3649
H: -0.0648 1.5916 -0.6463

Atoms 1-6, force components in eV/Å:
C 3.8525 1.1497 0.0434
C -5.6020 -0.1318 -2.4765
C -2.1842 0.1070 -1.6351
C -4.4943 1.2159 -0.4024
O -0.7446 0.8514 0.1730
O 1.1156 -1.5062 -0.1048

electronic energy = -25110.26535 eV
largest force on an atom = 0.11914 Eh/bohr
E_LUMO (spin up / spin down) = 3.79 / 3.79 eV
highest occupied orbital energy (spin up / spin down) = -3.21 / -3.21 eV
energy relative to the best compared isomer or geometry (same formula, charge and spin) = 516.2 kJ/mol
total charge = -1
orbital gap (spin up / spin down) = 7.0020 / 7.0030 eV

The Mulliken scheme yields these atomic charges, measured in e: number 1, C, carries 0.0290; number 2, C, carries -0.5550; number 3, C, carries -1.1141; number 4, C, carries 0.9123; number 5, O, carries -0.6963; number 6, O, carries -0.6472; number 7, O, carries -0.4482; number 8, F, carries -0.2785; number 9, F, carries -0.3127; number 10, P, carries 0.6000; number 11, H, carries 0.2034; number 12, H, carries 0.1856; number 13, H, carries 0.2164; number 14, H, carries 0.2962; number 15, H, carries 0.3184; number 16, H, carries 0.2909

=====

5.
ORCA calculation (ωB97M-V with the def2-TZVPD basis set) on a cluster of 2 separate species, C4H6F2S in total at a distorted geometry.

Geometry (Å):
C: -0.8696 0.0665 1.5181
C: -0.3617 -0.7815 0.3885
C: 0.2960 -0.8496 1.7118
C: 0.7427 0.5936 -0.9585
F: 1.4373 -0.2576 2.0114
F: 0.2172 -2.0108 2.3791
S: -1.1593 -1.9534 -0.5902
H: -0.6717 1.0804 1.6026
H: -1.7986 -0.2505 1.9943
H: 1.7353 0.3207 -0.9447
H: 0.2716 1.5264 -0.5907
H: 0.2704 0.2814 -1.8928
H: -0.6276 -3.0326 -0.0037

Atoms 1-6, force components in eV/Å:
C -1.1660 -2.6249 1.0570
C 3.2868 3.5379 -2.4412
C -1.4936 0.1469 -0.6709
C -5.0717 -1.6371 1.5319
F 1.3104 0.1676 -0.2076
F -0.2311 -0.2439 0.3986

electronic energy = -20511.70838 eV
largest force on an atom = 0.10784 Eh/bohr
E_LUMO = 0.64 eV
highest occupied orbital energy = -8.59 eV
energy relative to the best compared isomer or geometry (same formula, charge and spin) = 312.5 kJ/mol
orbital gap = 9.2302 eV

The Mulliken scheme yields these atomic charges, measured in e: number 1, C, carries -0.8355; number 2, C, carries -0.0510; number 3, C, carries 0.9611; number 4, C, carries -0.8931; number 5, F, carries -0.2886; number 6, F, carries -0.2857; number 7, S, carries -0.2389; number 8, H, carries 0.2819; number 9, H, carries 0.2677; number 10, H, carries 0.3291; number 11, H, carries 0.3041; number 12, H, carries 0.3072; number 13, H, carries 0.1417

=====

6.
ORCA calculation (ωB97M-V with the def2-TZVPD basis set) on the molecule C4H6F2S at a distorted geometry.

Geometry (Å):
C: 1.9757 0.4239 -0.5735
C: 0.8498 -0.2962 0.0758
C: -0.2839 0.3694 0.3964
C: -1.5513 -0.2568 0.8313
H: 2.1816 1.3742 -0.0373
H: 1.8546 0.5964 -1.6342
H: 2.9102 -0.1077 -0.4971
H: -1.9558 0.4159 1.6943
H: -1.5138 -1.2786 1.2081
H: -2.1514 -1.0887 -1.2302
F: 0.9477 -1.6549 0.0907
F: -0.3837 1.6773 0.1648
S: -2.8794 -0.1742 -0.4893

Atoms 1-6, force components in eV/Å:
C 0.9912 0.5347 0.8745
C -0.8785 1.3700 -0.7222
C 0.6471 -2.7993 -0.3859
C -1.7424 1.7872 1.6198
H -0.4046 -0.3751 -0.5639
H -0.4333 0.2030 -0.2348

electronic energy = -20514.35858 eV
largest force on an atom = 0.05786 Eh/bohr
E_LUMO = 0.79 eV
highest occupied orbital energy = -9.11 eV
SMILES = C/C(F)=C(\F)CS
energy relative to the best compared isomer or geometry (same formula, charge and spin) = 56.8 kJ/mol
orbital gap = 9.9045 eV

The Mulliken scheme yields these atomic charges, measured in e: number 1, C, carries -1.0932; number 2, C, carries 0.5287; number 3, C, carries 0.3414; number 4, C, carries -0.7921; number 5, H, carries 0.2965; number 6, H, carries 0.2622; number 7, H, carries 0.3827; number 8, H, carries 0.3158; number 9, H, carries 0.3559; number 10, H, carries 0.1402; number 11, F, carries -0.2810; number 12, F, carries -0.2658; number 13, S, carries -0.1911

=====

7.
ORCA calculation (ωB97M-V with the def2-TZVPD basis set) on the ion C4H6F3N2OS with charge +1 at a distorted geometry.

Geometry (Å):
C: 1.2856 0.5168 0.5676
C: 0.6963 -1.9735 -0.8167
C: -0.8243 0.2548 -0.6094
C: -1.8144 -0.2710 0.3518
N: 0.1669 1.0404 0.0014
N: 2.1034 1.2130 1.3236
O: -1.2227 0.6723 -1.7780
F: -1.3741 -1.0866 1.2716
F: -2.2123 0.8542 1.0278
F: -2.8448 -0.7782 -0.2891
S: 1.8637 -1.2304 0.1738
H: 0.1038 -2.8086 -0.3352
H: 1.0061 -2.3434 -1.8107
H: 0.4065 1.8970 -0.4124
H: 1.8947 2.1870 1.4221
H: 2.9166 0.9505 1.7744
H: -2.1508 0.9056 -1.8625

Atoms 1-6, force components in eV/Å:
C 1.0706 -3.3374 -0.3050
C -1.8008 -1.0627 0.0690
C 1.9751 -1.3019 -0.2751
C -0.9573 1.2573 0.8759
N 1.4351 -1.6348 0.6415
N -2.7908 1.4887 -1.4205

electronic energy = -28250.84269 eV
largest force on an atom = 0.06842 Eh/bohr
E_LUMO (spin up / spin down) = -5.09 / -5.37 eV
highest occupied orbital energy (spin up / spin down) = -13.40 / -12.90 eV
energy relative to the best compared isomer or geometry (same formula, charge and spin) = 229.7 kJ/mol
total charge = +1
orbital gap (spin up / spin down) = 8.3172 / 7.5222 eV

The Mulliken scheme yields these atomic charges, measured in e: number 1, C, carries 0.6899; number 2, C, carries -0.5300; number 3, C, carries -0.1900; number 4, C, carries 0.9431; number 5, N, carries -0.1683; number 6, N, carries -0.3533; number 7, O, carries -0.4563; number 8, F, carries -0.2063; number 9, F, carries -0.2570; number 10, F, carries -0.2281; number 11, S, carries -0.0671; number 12, H, carries 0.3002; number 13, H, carries 0.3807; number 14, H, carries 0.3161; number 15, H, carries 0.2326; number 16, H, carries 0.1970; number 17, H, carries 0.3968

=====

8.
ORCA calculation (ωB97M-V with the def2-TZVPD basis set) on a cluster of 2 separate species, C4H6F3O6PS in total at a distorted geometry.

Geometry (Å):
C: -0.8550 0.1339 2.1740
C: -0.1038 0.7016 -0.2367
C: -0.3339 -0.3548 0.9458
C: 4.7182 5.6536 -2.3910
O: -2.2067 -2.4330 2.3724
O: -0.1123 -1.6027 0.7332
O: -1.6508 -3.6190 0.1434
O: 5.4771 4.8492 -4.9236
O: 3.1155 5.6520 -4.7066
O: -2.8458 -1.3150 0.2210
F: 5.3852 4.5284 -1.9512
F: 3.5528 5.5275 -1.6433
F: 5.3209 6.7332 -1.8512
P: -2.0035 -2.3743 0.8641
S: 4.5515 5.9000 -4.4637
H: -1.1389 1.1254 2.3140
H: -0.3735 -0.2532 3.1223
H: -1.7453 -0.6007 2.0534
H: 1.0125 0.9386 -0.1718
H: -0.3399 0.1988 -1.2257
H: -0.5957 1.6071 -0.2086

Atoms 1-6, force components in eV/Å:
C -0.2423 -2.8702 2.1667
C 2.1890 -3.9225 -0.2200
C 1.6053 -0.0618 -3.0989
C -1.1747 -1.4539 0.9254
O 0.7834 0.3275 -0.8429
O -0.3166 3.4230 0.4637

electronic energy = -44809.28225 eV
largest force on an atom = 0.08746 Eh/bohr
E_LUMO = 5.03 eV
highest occupied orbital energy = -2.90 eV
energy relative to the best compared isomer or geometry (same formula, charge and spin) = 143.3 kJ/mol
total charge = -2
orbital gap = 7.9269 eV

The Mulliken scheme yields these atomic charges, measured in e: number 1, C, carries -0.6902; number 2, C, carries -1.1839; number 3, C, carries 0.8139; number 4, C, carries 0.4665; number 5, O, carries -0.7112; number 6, O, carries -0.5487; number 7, O, carries -0.7287; number 8, O, carries -0.5805; number 9, O, carries -0.5795; number 10, O, carries -0.6640; number 11, F, carries -0.2565; number 12, F, carries -0.2581; number 13, F, carries -0.2669; number 14, P, carries 0.7802; number 15, S, carries 0.4747; number 16, H, carries 0.3759; number 17, H, carries 0.2505; number 18, H, carries 0.3261; number 19, H, carries 0.3147; number 20, H, carries 0.2575; number 21, H, carries 0.4083